No. 1
The following is a quantum chemistry calculation of 5 unconnected molecules or ions with the total composition C18H42Cl6N2 in a non-equilibrium geometry, from the Open Molecules 2025 dataset.

E_HOMO ... -8.2 eV
E_LUMO ... 0.499 eV
Energy relative to the best compared isomer or geometry (same formula, charge and spin) ... 62.8 kcal per mole
HOMO-LUMO gap ... 8.71 eV
E_tot ... -97450.1616 eV
M ... 499.3 g mol⁻¹
SMILES ... CCN(CC)CC.CCN(CC)CC.ClCCCl.ClCCCl.ClCCCl

Structure (ORCA input):
```
! RIJCOSX wB97M-V def2-TZVPD def2/J DEFGRID3
* xyz 0 1
C 42.0910 3.9340 32.3540
C 41.4750 2.8800 31.4230
N 40.0290 2.7140 31.6780
C 39.2960 2.0660 30.6860
C 39.8790 1.0530 30.0090
C 39.7260 2.0190 32.9990
C 38.3280 2.5440 33.5260
H 42.9590 4.1500 31.8950
H 42.0510 3.6450 33.5570
H 41.5440 4.8310 32.2580
H 42.0530 2.0180 31.4740
H 41.7380 3.1710 30.5960
H 39.4080 3.0450 29.8730
H 38.1800 2.1230 30.7890
H 40.8630 0.7100 29.9730
H 39.5740 1.1380 28.9950
H 39.3300 0.1310 30.2350
H 40.3440 2.3940 33.7540
H 39.6190 0.8320 32.9380
H 37.3870 2.0880 32.8950
H 38.3600 3.6630 33.7660
H 38.2690 2.1500 34.4070
C 35.2570 10.1390 31.0630
C 36.3150 10.7020 29.9550
N 37.7130 10.2030 30.4340
C 38.7340 10.0940 29.4750
C 38.8640 11.1140 28.5680
C 38.0680 11.1210 31.5240
C 38.9260 10.4380 32.5570
H 35.5390 10.4380 31.9640
H 34.9090 9.1020 30.9370
H 34.4080 10.6130 30.8900
H 36.4140 11.7010 29.6600
H 36.1220 10.2360 29.1120
H 38.4550 9.2990 28.9260
H 39.6680 9.8600 29.8920
H 38.3040 11.6860 28.0900
H 39.3660 10.5100 27.7340
H 39.7750 11.6690 28.9420
H 37.1410 11.6130 32.0350
H 38.5780 11.8830 31.0850
H 38.7510 10.9930 33.6210
H 39.7600 10.3520 32.3990
H 38.4690 9.5460 32.9820
Cl 36.4030 0.4750 27.9750
C 36.4770 2.2550 28.0710
C 35.2220 2.9420 28.7580
Cl 34.9360 2.2420 30.4510
H 36.4990 2.7390 27.0670
H 37.2530 2.5980 28.6800
H 34.2510 2.6420 28.2250
H 35.3510 3.9900 28.9230
Cl 36.4940 6.8960 33.0150
C 36.7350 6.7050 31.2660
C 38.1880 6.0770 30.9960
Cl 38.2110 5.5270 29.2240
H 36.3920 7.5090 30.5870
H 36.1080 5.7700 31.1480
H 38.3290 5.1870 31.5320
H 39.0770 6.8120 31.1570
Cl 43.2780 5.0010 27.6810
C 43.4550 6.1640 29.0670
C 41.9770 6.5500 29.6300
Cl 42.2340 7.7920 30.8760
H 43.9500 7.0290 28.9410
H 43.9720 5.3720 29.8160
H 41.5680 5.6130 30.1940
H 41.4400 7.0880 28.8510
*
```

In the natural (NBO) picture, each atom carries the following charge in e:
1. C -0.585
2. C -0.206
3. N -0.460
4. C -0.207
5. C -0.680
6. C -0.228
7. C -0.593
8. H 0.197
9. H 0.200
10. H 0.200
11. H 0.166
12. H 0.178
13. H 0.146
14. H 0.234
15. H 0.232
16. H 0.226
17. H 0.206
18. H 0.196
19. H 0.175
20. H 0.202
21. H 0.209
22. H 0.187
23. C -0.582
24. C -0.211
25. N -0.445
26. C -0.235
27. C -0.609
28. C -0.225
29. C -0.544
30. H 0.202
31. H 0.206
32. H 0.198
33. H 0.177
34. H 0.176
35. H 0.182
36. H 0.201
37. H 0.206
38. H 0.205
39. H 0.194
40. H 0.190
41. H 0.166
42. H 0.186
43. H 0.148
44. H 0.216
45. Cl -0.036
46. C -0.401
47. C -0.342
48. Cl -0.115
49. H 0.225
50. H 0.221
51. H 0.224
52. H 0.226
53. Cl -0.049
54. C -0.408
55. C -0.338
56. Cl -0.125
57. H 0.246
58. H 0.216
59. H 0.232
60. H 0.230
61. Cl -0.077
62. C -0.351
63. C -0.402
64. Cl -0.072
65. H 0.204
66. H 0.223
67. H 0.241
68. H 0.234



No. 2
The following is a quantum chemistry calculation of a molecular structure, C19H28AlBrO2 in a non-equilibrium geometry, from the Open Molecules 2025 dataset.

E_HOMO ... -6.4 eV
E_LUMO ... -0.842 eV
Energy relative to the best compared isomer or geometry (same formula, charge and spin) ... 61.5 kcal per mole
HOMO-LUMO gap ... 5.52 eV
E_tot ... -100887.5836 eV
M ... 395.3 g mol⁻¹

Structure (ORCA input):
```
! RIJCOSX wB97M-V def2-TZVPD def2/J DEFGRID3
* xyz 0 1
O 1.5707 0.0967 -1.4518
C 1.8198 1.1902 -2.5573
C 1.4678 0.2756 -3.7047
H 2.8558 1.5573 -2.6212
H 1.1527 2.0112 -2.2948
C 1.3239 -0.7765 -2.6040
H 2.3422 0.0195 -4.3370
H 0.5830 0.6198 -4.2616
C 2.5625 -1.6560 -2.6277
H 3.4552 -1.0120 -2.4922
H 2.6424 -2.1630 -3.6074
H 2.5051 -2.4011 -1.8141
C 0.0476 -1.5712 -2.6359
H -0.8297 -0.9216 -2.6471
H 0.0476 -2.2734 -1.7944
H 0.0848 -2.1398 -3.5859
Al 1.0649 -0.3718 0.5566
C -1.4963 -0.6964 4.2458
C -0.3592 0.1047 3.9590
C -0.4865 0.6199 2.6091
H 0.3960 0.3388 4.7162
C -1.7899 0.1611 2.1450
C -2.3751 -0.6899 3.1311
H -3.3587 -1.1603 3.1274
H -1.6694 -1.2575 5.1605
H 0.0980 1.4878 2.3156
H -2.3109 0.5662 1.2809
C 1.4334 -1.8039 3.7277
C 0.6668 -2.7856 3.0323
C 1.1283 -2.8943 1.7181
H -0.0693 -3.3857 3.5420
C 2.2257 -1.8913 1.5246
C 2.4418 -1.3623 2.8952
H 3.2350 -0.6729 3.1606
H 1.2387 -1.5043 4.7513
H 0.7823 -3.5814 0.9444
H 3.0538 -2.0941 0.8188
O -1.1839 1.5054 -0.7590
C -2.4168 1.0624 -1.3270
C -3.4606 2.1557 -1.0692
H -2.7306 0.1263 -0.9007
H -2.2793 0.9524 -2.3995
C -2.5230 3.3757 -1.1764
H -3.8768 2.2326 -0.0212
H -4.2730 2.0511 -1.7774
C -1.0556 2.9086 -1.1395
H -2.5982 3.8355 -0.1668
H -2.7801 4.1502 -1.9160
H -0.4125 3.2993 -0.3796
H -0.4614 3.0649 -2.0759
Br 2.5712 1.2973 0.7833
*
```

In the natural (NBO) picture, each atom carries the following charge in e:
1. O -0.674
2. C -0.012
3. C -0.483
4. H 0.217
5. H 0.219
6. C 0.280
7. H 0.224
8. H 0.229
9. C -0.625
10. H 0.224
11. H 0.216
12. H 0.223
13. C -0.633
14. H 0.228
15. H 0.224
16. H 0.235
17. Al 1.526
18. C -0.280
19. C -0.283
20. C -0.417
21. H 0.207
22. C -0.296
23. C -0.320
24. H 0.207
25. H 0.201
26. H 0.240
27. H 0.200
28. C -0.187
29. C -0.251
30. C -0.256
31. H 0.221
32. C -0.717
33. C -0.263
34. H 0.226
35. H 0.229
36. H 0.216
37. H 0.254
38. O -0.537
39. C -0.076
40. C -0.429
41. H 0.207
42. H 0.155
43. C -0.453
44. H 0.222
45. H 0.218
46. C -0.067
47. H 0.222
48. H 0.223
49. H 0.207
50. H 0.148
51. Br -0.591



No. 3
The following is a quantum chemistry calculation of a molecular structure, C43H38N4O3PPtS in a non-equilibrium geometry, from the Open Molecules 2025 dataset.

E_HOMO ... -10.8 eV
E_LUMO ... -3.375 eV
Energy relative to the best compared isomer or geometry (same formula, charge and spin) ... 10.8 kcal per mole
HOMO-LUMO gap ... 7.44 eV
E_tot ... -80680.9306 eV
M ... 916.9 g mol⁻¹

Structure (ORCA input):
```
! RIJCOSX wB97M-V def2-TZVPD def2/J DEFGRID3
* xyz 1 1
Pt -0.4632 0.4581 1.0621
S -1.2783 2.8173 4.7607
C -0.4612 3.9235 3.7023
C -0.1599 5.2611 3.9454
C 0.4666 5.9720 2.9439
C 0.7746 5.3554 1.7241
C 0.4801 4.0293 1.4923
C -0.1411 3.2953 2.5008
N -0.5031 1.9461 2.4897
C -1.1512 1.5963 3.5726
C -1.7409 0.2781 3.6253
C -2.3744 -0.2593 4.7424
C -2.8497 -1.5552 4.6920
C -2.6825 -2.3113 3.5436
C -2.0670 -1.7747 2.4138
C -1.5983 -0.4671 2.4409
H -0.4209 5.7291 4.8855
H 0.7067 7.0149 3.0988
H 1.2484 5.9322 0.9407
H 0.6955 3.5941 0.5256
H -2.4911 0.3330 5.6441
H -3.3493 -1.9775 5.5540
H -3.0461 -3.3308 3.5124
H -1.9646 -2.3905 1.5361
N 1.1699 1.2116 -0.0738
C 1.1260 1.8237 -1.3737
C 2.3364 1.9469 -2.0457
C 2.4121 2.5806 -3.2662
C 1.2485 3.1154 -3.8036
C 0.0456 2.9740 -3.1406
C -0.0699 2.2973 -1.9167
C -1.4110 2.1474 -1.2576
C -2.5379 2.6359 -1.9496
C -3.8119 2.6867 -1.4277
C -4.0435 2.2383 -0.1353
C -2.9875 1.6861 0.5602
C -1.7166 1.6329 0.0024
H 1.6852 1.7741 0.5983
H 1.6822 0.3233 -0.1393
H 3.2250 1.5312 -1.5830
H 3.3581 2.6713 -3.7830
H 1.2749 3.6448 -4.7470
H -0.8174 3.4182 -3.6090
H -2.4142 2.9935 -2.9591
H -4.6202 3.0716 -2.0344
H -5.0298 2.2659 0.3070
H -3.1679 1.2463 1.5283
O -2.9936 -1.1164 -0.3580
C -1.9160 -1.4562 -0.7902
N -1.6939 -2.3619 -1.7833
C -0.3113 -2.3695 -2.2318
C 0.3263 -1.5289 -1.1048
O 1.5236 -1.3724 -0.9415
N -0.6613 -1.0214 -0.3118
C 0.2894 -3.7730 -2.3058
C 1.6581 -3.9388 -2.5071
C 2.1950 -5.2092 -2.6309
C 1.3723 -6.3282 -2.5690
C 0.0115 -6.1667 -2.3792
C -0.5297 -4.8926 -2.2460
C -0.1636 -1.6826 -3.5978
C -1.0651 -2.0246 -4.6067
C -0.9622 -1.4642 -5.8673
C 0.0555 -0.5578 -6.1437
C 0.9625 -0.2299 -5.1529
C 0.8567 -0.7885 -3.8821
H -2.4610 -2.5612 -2.4024
H 2.3014 -3.0724 -2.5685
H 3.2599 -5.3284 -2.7844
H 1.7938 -7.3198 -2.6727
H -0.6383 -7.0314 -2.3315
H -1.5922 -4.7778 -2.0758
H -1.8427 -2.7579 -4.4233
H -1.6687 -1.7442 -6.6380
H 0.1434 -0.1235 -7.1312
H 1.7672 0.4640 -5.3605
H 1.5835 -0.5299 -3.1250
C 2.0509 -2.3058 3.1490
P 2.3892 -0.5602 3.4102
C 4.1518 -0.4052 3.7017
C 1.5924 -0.1338 4.9652
O 1.9291 0.2868 2.2551
H 2.1585 -2.8773 4.0713
H 2.7296 -2.7031 2.3938
H 1.0270 -2.3989 2.7831
H 4.4704 -1.0395 4.5292
H 4.3838 0.6348 3.9322
H 4.6863 -0.6948 2.7969
H 1.9903 -0.7264 5.7893
H 0.5217 -0.3238 4.8753
H 1.7531 0.9259 5.1712
*
```

In the Löwdin picture, each atom carries the following charge in e:
1. Pt 1.457
2. S 1.182
3. C -0.437
4. C -0.069
5. C -0.060
6. C -0.050
7. C 0.000
8. C -0.256
9. N -0.056
10. C -0.548
11. C -0.284
12. C -0.038
13. C -0.062
14. C -0.044
15. C -0.074
16. C -0.237
17. H 0.118
18. H 0.114
19. H 0.115
20. H 0.096
21. H 0.111
22. H 0.114
23. H 0.115
24. H 0.094
25. N -0.036
26. C -0.246
27. C -0.026
28. C -0.070
29. C -0.065
30. C -0.015
31. C -0.097
32. C -0.134
33. C -0.023
34. C -0.054
35. C -0.050
36. C -0.093
37. C -0.182
38. H 0.083
39. H 0.059
40. H 0.129
41. H 0.114
42. H 0.115
43. H 0.101
44. H 0.099
45. H 0.113
46. H 0.116
47. H 0.099
48. O 0.083
49. C -0.539
50. N 0.161
51. C -0.251
52. C -0.394
53. O 0.046
54. N 0.018
55. C -0.137
56. C -0.021
57. C -0.066
58. C -0.083
59. C -0.075
60. C -0.029
61. C -0.124
62. C -0.023
63. C -0.065
64. C -0.076
65. C -0.068
66. C -0.020
67. H 0.146
68. H 0.112
69. H 0.106
70. H 0.105
71. H 0.106
72. H 0.107
73. H 0.115
74. H 0.108
75. H 0.106
76. H 0.101
77. H 0.098
78. C -0.151
79. P 0.558
80. C -0.166
81. C -0.153
82. O -0.398
83. H 0.064
84. H 0.064
85. H 0.045
86. H 0.063
87. H 0.061
88. H 0.062
89. H 0.066
90. H 0.038
91. H 0.062



No. 4
The following is a quantum chemistry calculation of a molecular structure, C7H17ClI2N2OPSSc in a non-equilibrium geometry, from the Open Molecules 2025 dataset.

E_HOMO ... -15.1 eV
E_LUMO ... -8.306 eV
Energy relative to the best compared isomer or geometry (same formula, charge and spin) ... 37.0 kcal per mole
HOMO-LUMO gap ... 6.78 eV
E_tot ... -82095.6026 eV
M ... 542.5 g mol⁻¹

Structure (ORCA input):
```
! RIJCOSX wB97M-V def2-TZVPD def2/J DEFGRID3
* xyz 2 1
I -2.4726 -1.2432 -1.1642
I -2.5035 1.4163 -1.2661
Sc 0.5214 0.1641 0.6763
P 0.3573 0.0087 -2.6639
C -0.9134 -0.0417 -4.0928
C 1.4118 1.3778 -3.3713
H 2.3287 -1.4539 -2.6833
H 1.6470 -1.2199 -4.3196
H 0.8565 -2.3346 -3.1752
C 1.4194 -1.4148 -3.2885
H 2.3379 1.4471 -2.7857
H 1.6294 1.1350 -4.4032
H -0.4012 -0.0317 -5.0903
H -1.6256 0.8073 -4.0424
H 0.8587 2.3158 -3.2999
H -1.5737 -0.9327 -4.0320
C -3.3467 0.1600 0.8449
O -4.4435 0.1591 1.2839
Cl 2.6179 0.1321 1.5265
C 1.3033 1.1662 5.5785
N 0.0332 1.1791 4.7513
C -0.4228 0.0870 4.1207
S -1.1096 0.1977 2.4414
N -0.2714 -1.1174 4.6695
C -0.4907 -1.3693 6.1743
H 1.7831 0.1763 5.5812
H 1.0434 1.4306 6.6548
H 1.9644 1.9225 5.1423
H -0.0430 2.0412 4.2652
H -0.8121 -1.7924 4.1225
H -1.5222 -1.8018 6.2921
H 0.2315 -2.1011 6.4995
H -0.3969 -0.4600 6.7804
*
```

In the natural (NBO) picture, each atom carries the following charge in e:
1. I 0.217
2. I 0.221
3. Sc 1.699
4. P 0.663
5. C -0.906
6. C -0.911
7. H 0.238
8. H 0.246
9. H 0.241
10. C -0.894
11. H 0.239
12. H 0.249
13. H 0.261
14. H 0.245
15. H 0.242
16. H 0.247
17. C 0.280
18. O -0.510
19. Cl -0.482
20. C -0.429
21. N -0.547
22. C 0.448
23. S -0.366
24. N -0.547
25. C -0.422
26. H 0.232
27. H 0.244
28. H 0.240
29. H 0.422
30. H 0.423
31. H 0.242
32. H 0.243
33. H 0.233